{
  "formula": "C52H116N4O14S7",
  "method": "ωB97M-V/def2-TZVPD",
  "de_lowest_kcal_mol": 125.0,
  "smiles": "O=S1(=O)CCCC1.O=S1(=O)CCCC1.O=S1(=O)CCCC1.O=S1(=O)CCCC1.O=S1(=O)CCCC1.O=S1(=O)CCCC1.O=S1(=O)CCCC1.CCN(CC)CC.CCN(CC)CC.CCN(CC)CC.CCN(CC)CC",
  "homo_energy_ha": -0.293,
  "species": ["C", "C", "N", "C", "C", "C", "C", "H", "H", "H", "H", "H", "H", "H", "H", "H", "H", "H", "H", "H", "H", "H", "C", "C", "N", "C", "C", "C", "C", "H", "H", "H", "H", "H", "H", "H", "H", "H", "H", "H", "H", "H", "H", "H", "C", "C", "N", "C", "C", "C", "C", "H", "H", "H", "H", "H", "H", "H", "H", "H", "H", "H", "H", "H", "H", "H", "C", "C", "N", "C", "C", "C", "C", "H", "H", "H", "H", "H", "H", "H", "H", "H", "H", "H", "H", "H", "H", "H", "C", "C", "C", "S", "O", "O", "C", "H", "H", "H", "H", "H", "H", "H", "H", "C", "C", "C", "S", "O", "O", "C", "H", "H", "H", "H", "H", "H", "H", "H", "C", "C", "C", "S", "O", "O", "C", "H", "H", "H", "H", "H", "H", "H", "H", "C", "C", "C", "S", "O", "O", "C", "H", "H", "H", "H", "H", "H", "H", "H", "C", "C", "C", "S", "O", "O", "C", "H", "H", "H", "H", "H", "H", "H", "H", "C", "C", "C", "S", "O", "O", "C", "H", "H", "H", "H", "H", "H", "H", "H", "C", "C", "C", "S", "O", "O", "C", "H", "H", "H", "H", "H", "H", "H", "H"],
  "positions_angstrom": [[9.7787, 1.0545, 2.3419], [10.1229, 1.5134, 3.7374], [9.8240, 0.5151, 4.6935], [9.6868, 1.1746, 5.9741], [8.3110, 0.7791, 6.4944], [10.7197, -0.6276, 4.6872], [12.2319, -0.4831, 4.3069], [8.7006, 0.9205, 2.2529], [10.1135, 0.0338, 2.1569], [10.2370, 1.5845, 1.5070], [11.1426, 1.8660, 3.8929], [9.3717, 2.2529, 4.0147], [10.2891, 0.7742, 6.7896], [9.6636, 2.2581, 6.0908], [7.4732, 1.3196, 6.0538], [8.2123, -0.2956, 6.3417], [8.2336, 0.9848, 7.5620], [10.0799, -1.1052, 3.9452], [10.7127, -1.2647, 5.5716], [12.6377, -1.2421, 3.6379], [12.8469, -0.5053, 5.2066], [12.5673, 0.3783, 3.7294], [14.1759, 0.9940, 13.8938], [12.9306, 1.2811, 12.9857], [12.2960, 0.0662, 12.4768], [13.1179, -0.7245, 11.5816], [13.7866, -0.0405, 10.4284], [11.5167, -0.5980, 13.5162], [10.5466, -1.7175, 13.0557], [14.5299, -0.0308, 13.7816], [13.9553, 1.0872, 14.9572], [15.0596, 1.6061, 13.7134], [12.1817, 1.8933, 13.4880], [13.4172, 1.8951, 12.2279], [13.8047, -1.2178, 12.2694], [12.4804, -1.5668, 11.3129], [14.7468, 0.4168, 10.6670], [14.2180, -0.7680, 9.7409], [13.2809, 0.7715, 9.9059], [10.8419, 0.1310, 13.9648], [12.1235, -1.0104, 14.3224], [10.1192, -1.5438, 12.0681], [9.7874, -1.8296, 13.8297], [11.0552, -2.6802, 13.0053], [0.5500, 1.7242, 7.7141], [1.9588, 1.3384, 7.9192], [2.3333, -0.0498, 7.7266], [1.8555, -0.5954, 6.4336], [1.7727, -2.1197, 6.6045], [3.7677, -0.3822, 7.9883], [4.8137, 0.3155, 7.1797], [0.3370, 2.7168, 8.1109], [-0.1448, 1.0027, 8.1440], [0.3174, 1.7254, 6.6492], [2.6450, 1.9438, 7.3270], [2.0597, 1.5929, 8.9743], [0.8634, -0.2337, 6.1636], [2.4483, -0.3610, 5.5495], [0.8893, -2.4804, 6.0777], [2.7734, -2.5395, 6.5020], [1.4687, -2.3856, 7.6170], [3.9716, -1.4526, 8.0144], [3.8762, -0.0030, 9.0044], [5.4033, 0.7317, 7.9965], [4.5516, 0.9964, 6.3698], [5.2954, -0.3637, 6.4763], [15.3924, -3.5374, 14.2578], [14.1877, -4.2502, 15.0055], [13.4640, -5.2874, 14.2210], [12.7548, -4.7193, 13.0454], [13.4435, -5.3955, 11.8556], [12.5989, -6.1705, 14.9844], [13.3455, -7.3166, 15.6579], [15.1350, -2.9523, 13.3750], [16.1593, -4.2811, 14.0412], [15.8252, -2.7440, 14.8672], [14.4417, -4.5873, 16.0104], [13.5768, -3.3705, 15.2082], [13.0544, -3.6751, 12.9565], [11.6649, -4.7254, 13.0573], [14.4967, -5.1172, 11.8937], [12.9594, -5.0213, 10.9536], [13.4025, -6.4827, 11.7877], [11.9893, -5.4538, 15.5348], [12.0542, -6.6679, 14.1818], [13.7946, -6.9221, 16.5694], [12.5352, -7.9358, 16.0428], [14.0551, -7.8345, 15.0126], [7.4334, -7.6787, 15.0733], [8.2226, -6.4449, 14.8233], [8.1990, -6.4096, 13.2724], [8.5083, -8.1600, 12.6343], [9.9154, -8.2396, 12.2325], [7.3470, -8.5588, 11.8479], [8.1168, -8.8049, 14.3932], [6.4136, -7.5442, 14.7126], [7.3208, -7.6709, 16.1574], [9.2009, -6.4717, 15.3032], [7.8246, -5.5578, 15.3160], [8.8115, -5.8090, 12.5999], [7.2362, -6.3635, 12.7636], [9.0740, -9.0558, 14.8505], [7.6537, -9.7915, 14.4081], [13.1539, -3.5050, 6.2379], [13.2711, -4.8145, 7.1067], [14.0206, -5.9177, 6.3608], [14.6697, -5.1674, 4.7939], [13.7968, -5.4147, 3.6411], [16.1325, -5.3904, 4.8838], [14.4194, -3.4074, 5.3728], [13.0425, -2.5956, 6.8283], [12.3761, -3.6338, 5.4852], [12.3072, -5.3060, 7.2388], [13.8336, -4.6084, 8.0173], [13.3813, -6.7101, 5.9713], [14.8044, -6.4418, 6.9076], [14.3530, -2.7888, 4.4777], [15.3164, -3.1670, 5.9435], [9.7056, -10.2128, 9.3289], [8.5948, -9.5052, 8.5719], [8.9450, -7.9465, 8.5450], [10.6900, -7.7796, 8.2937], [11.2718, -6.7791, 9.1731], [11.0014, -7.8407, 6.8406], [11.0529, -9.4803, 9.0621], [9.8776, -11.2739, 9.1488], [9.4063, -10.0860, 10.3693], [7.6817, -9.6006, 9.1594], [8.3848, -10.0024, 7.6249], [8.8516, -7.3432, 9.4480], [8.6133, -7.2874, 7.7427], [11.6785, -9.3628, 9.9470], [11.7285, -10.0440, 8.4187], [10.0658, -2.9939, 8.7671], [8.9072, -2.5399, 7.8991], [7.6820, -2.3468, 8.7706], [7.7629, -3.6724, 10.1491], [6.6982, -4.5846, 9.7000], [7.8840, -3.2246, 11.5073], [9.4730, -4.1594, 9.6333], [10.4153, -2.1027, 9.2883], [10.8914, -3.0905, 8.0621], [8.5995, -3.3210, 7.2039], [9.2422, -1.6527, 7.3617], [6.7465, -2.4795, 8.2272], [7.7784, -1.3673, 9.2390], [9.3873, -4.9611, 8.8998], [10.1543, -4.5290, 10.3997], [4.7081, -4.2732, 12.9723], [3.5676, -3.3032, 13.3108], [2.4009, -3.3042, 12.3491], [2.4935, -5.0954, 11.6776], [2.8463, -5.0758, 10.2737], [1.3526, -5.9378, 12.0678], [4.0712, -5.6270, 12.6923], [5.3646, -4.4371, 13.8268], [5.1037, -3.8830, 12.0346], [4.0997, -2.3528, 13.3499], [3.1964, -3.4138, 14.3297], [2.4106, -2.5006, 11.6128], [1.4012, -3.4276, 12.7655], [4.6656, -6.2543, 12.0280], [3.7325, -6.0426, 13.6413], [5.9650, 0.8311, 15.0980], [6.2302, -0.6899, 15.0706], [6.9562, -0.8730, 13.8222], [6.2412, 0.1208, 12.4998], [5.2060, -0.7003, 11.9220], [7.3302, 0.6330, 11.7010], [5.3117, 1.2328, 13.7388], [6.8266, 1.4907, 15.2018], [5.3000, 1.1350, 15.9064], [5.3557, -1.3295, 14.9512], [6.8566, -1.0105, 15.9030], [6.9918, -1.9297, 13.5572], [7.9717, -0.4985, 13.9506], [4.2826, 0.8790, 13.6767], [5.1615, 2.2276, 13.3194], [8.8370, -3.7876, 3.1352], [9.9221, -3.8935, 4.2015], [10.2182, -5.4287, 4.4414], [8.5358, -6.0661, 4.4359], [8.1537, -6.2722, 5.7950], [8.4197, -7.2201, 3.5354], [7.7168, -4.7419, 3.5767], [9.2353, -3.9722, 2.1375], [8.4682, -2.7642, 3.0669], [9.8576, -3.3397, 5.1381], [10.8715, -3.5163, 3.8213], [10.5656, -5.7835, 5.4117], [10.7147, -5.9953, 3.6536], [7.0507, -4.3566, 4.3487], [7.0983, -5.2016, 2.8058]],
  "forces_ev_per_a": [[0.327, -1.172, -0.651], [-0.779, 0.562, -0.906], [0.934, 1.039, 2.286], [-1.965, -0.871, 2.262], [-0.544, -0.073, 0.642], [0.067, -0.643, -1.870], [0.129, 0.196, -0.067], [-0.084, 0.595, -0.191], [0.416, -0.217, 0.216], [-0.370, 0.550, 0.204], [0.078, 0.534, -0.441], [0.545, 0.781, -0.414], [1.040, 0.038, -0.420], [0.886, 0.167, -0.912], [0.069, -0.161, -0.434], [-0.443, 0.129, -0.027], [-0.007, -0.055, 0.252], [1.342, -1.531, -0.432], [-0.577, 0.440, 0.271], [-0.539, -0.733, 0.244], [0.028, 0.070, 0.044], [-0.603, 0.538, 0.282], [-0.338, -0.335, 0.840], [1.607, -0.410, 0.344], [-0.957, 1.950, -0.432], [-0.976, -1.025, 1.885], [1.522, 0.359, -0.399], [-0.696, -0.502, -0.778], [1.065, -0.117, -0.032], [-0.101, -0.128, -0.172], [-0.097, 0.065, 0.090], [-0.245, 0.300, -0.250], [0.078, -0.057, 0.052], [-0.850, -0.139, -0.740], [1.164, -0.317, -0.434], [-0.108, 0.057, -0.715], [-0.009, 0.368, 0.903], [-0.801, -0.330, -0.411], [-0.648, -0.469, 0.001], [0.372, 0.480, 0.030], [0.396, -0.089, 0.294], [-0.283, 0.278, 0.201], [-0.194, 0.023, -0.250], [0.016, 0.027, -0.069], [-1.406, -0.325, -1.493], [1.714, -0.025, 1.095], [-0.594, -1.000, -1.274], [-0.247, -0.870, 1.148], [-0.510, 0.552, 0.619], [-2.327, 1.042, 0.795], [0.621, -0.196, -1.049], [0.112, -0.062, 0.016], [0.059, -0.005, 0.319], [-0.253, 0.288, -0.100], [-0.050, 0.735, -0.012], [1.025, -0.163, 0.255], [-0.016, 0.183, 0.485], [0.593, 0.251, -0.058], [0.813, -0.622, -0.974], [-0.480, -0.659, -0.755], [0.222, 0.462, 0.361], [-0.551, -0.026, -0.003], [0.146, -0.390, 0.258], [1.032, 0.386, -1.141], [-0.776, 0.954, 0.823], [0.903, -0.574, 0.772], [-0.247, -1.016, 0.786], [-0.089, 1.178, -1.089], [0.853, 1.353, 0.206], [2.431, -0.488, 0.019], [-0.898, 0.396, -0.665], [1.114, 0.097, -1.943], [-1.143, 1.253, 1.529], [-0.460, -0.612, -0.344], [0.123, 0.200, -0.274], [0.051, -0.297, 0.592], [0.450, -0.487, -0.291], [-0.991, 0.089, 0.170], [-0.230, 0.234, 0.114], [-0.079, -0.523, 0.234], [-0.073, 0.064, -0.168], [0.282, 0.026, -0.474], [-0.287, -0.017, 0.450], [-0.704, -0.894, 1.007], [-0.788, 0.142, 0.207], [0.653, -0.238, -0.053], [0.269, -0.708, -0.134], [-0.263, 0.162, 0.037], [-1.124, 0.535, 1.398], [0.295, 1.210, -1.734], [0.524, -0.893, -1.832], [-0.543, 1.299, 3.223], [-1.553, -0.717, -0.028], [1.333, 0.029, -0.444], [1.650, -1.620, -0.642], [-0.063, -0.058, -0.260], [0.122, -1.212, 0.178], [0.443, -0.484, -0.621], [-0.638, 0.108, -0.494], [0.557, 0.364, 0.766], [-0.669, 0.686, 0.945], [0.359, 0.535, 0.056], [-0.649, 0.319, -0.592], [0.880, -0.928, -0.703], [0.046, -0.029, -0.757], [-0.121, -0.285, -1.819], [1.635, 1.013, 2.059], [1.198, -0.009, 1.162], [-1.888, -0.069, -1.418], [0.019, -1.162, -0.143], [-0.322, -0.152, 0.032], [-0.562, 0.235, 0.438], [-0.187, 0.775, 0.896], [-0.525, 0.022, 0.210], [-0.432, 0.069, 0.227], [0.268, 0.551, -0.188], [-0.129, 0.034, 0.155], [0.006, -0.053, -0.071], [1.166, 1.066, 0.617], [-0.546, 1.124, 0.057], [0.477, 0.015, -0.794], [1.155, -3.416, -0.338], [-0.177, 0.308, -0.817], [-0.220, 0.662, 2.181], [0.362, 0.212, -0.202], [-0.537, 0.061, -0.281], [0.565, -0.176, 0.195], [-0.089, 0.077, -0.097], [0.220, 0.771, -0.385], [-0.649, -0.736, 0.495], [-0.920, -0.538, -0.276], [-0.432, 0.537, 0.264], [-0.371, 0.142, -0.622], [-0.830, 0.746, 0.178], [-0.511, -0.646, 0.005], [0.390, 0.610, 1.299], [0.204, 0.207, -3.791], [1.583, 0.426, 1.389], [-0.478, 0.262, 0.517], [1.090, -0.050, -1.378], [-0.268, -0.089, 0.918], [0.257, -1.487, 0.318], [0.538, -0.123, -0.427], [-0.542, 0.033, -0.037], [-0.006, 0.025, 0.422], [-0.504, 0.047, 0.264], [-0.367, -0.264, 0.193], [-0.482, 0.202, 0.401], [-1.553, -0.868, -0.633], [0.536, 1.266, 1.512], [-0.157, -2.065, -0.268], [0.640, -1.168, -0.089], [-0.010, 0.190, 0.436], [1.188, 1.502, 0.017], [-1.410, 1.381, -0.864], [0.505, 0.691, -0.333], [0.936, -0.147, 0.327], [-0.549, 0.432, -0.307], [0.004, -0.498, 0.135], [0.166, -0.569, -0.380], [0.163, 0.636, 0.510], [-0.316, -0.257, 0.183], [-0.092, -0.513, -0.339], [-1.385, 1.318, -0.310], [-0.455, 1.146, 0.348], [2.121, -0.552, -1.212], [-0.366, -1.046, 1.829], [-0.270, 0.141, -0.875], [-0.775, 0.531, 0.171], [0.073, -1.134, -0.939], [0.567, -0.643, 0.200], [-0.140, -0.106, 0.017], [-0.532, 0.453, 0.807], [-0.304, -0.031, 0.136], [0.122, 0.175, -0.673], [0.162, -0.054, -0.289], [0.106, -0.666, 0.011], [1.077, 0.409, 0.636], [-0.660, 0.616, 0.671], [2.758, -1.246, -0.319], [-1.758, 0.386, 0.104], [0.930, -2.927, -2.433], [-0.863, 0.623, 1.223], [0.248, 0.940, 0.809], [-0.311, 0.225, 0.378], [0.008, -0.584, 0.145], [-0.143, 0.068, 0.172], [-0.971, -0.217, 0.012], [-0.012, 0.289, -0.366], [0.351, 0.460, 0.013], [0.225, 0.571, -0.166], [0.000, 0.620, -0.145], [0.267, 0.074, -0.029]]
}